Entry from the OMol25 dataset: C39H46N4O3RuS3Si as an isolated structure in a non-equilibrium geometry (the ωB97M-V functional and the def2-TZVPD basis).

Last column: Löwdin spin population.
Geometry (Å):
H -4.94914 -18.94446 6.11474  0.00
C 3.57925 -19.64901 1.83418  0.02
H -3.87424 -18.17018 11.27697  0.00
H -1.63098 -18.48197 13.05000  0.01
H 0.15306 -18.68134 12.75764  0.00
C -3.90552 -17.22494 10.72086  0.00
H -1.85455 -15.25132 12.86393  0.00
H -3.68548 -22.95545 9.03907  0.00
C -4.34847 -15.57878 6.28207  0.00
C -3.02925 -15.77382 6.63113  0.00
H 2.77009 -16.32429 10.79470  0.00
H -3.95840 -17.49717 9.64630  0.00
C 0.50493 -14.92189 11.54706  0.00
H -9.01771 -22.69193 9.54253  0.00
H -8.38551 -22.47553 11.19471  0.00
H 3.07665 -16.39479 6.31794  0.01
C -0.72806 -17.97214 12.66062  0.01
C -8.15257 -22.82834 10.18588  0.00
H 3.89109 -17.70587 7.29994  0.01
N 2.10172 -25.29160 12.81757  0.10
H -1.94176 -14.45526 10.37571  0.00
C 3.56944 -18.60004 4.16310  -0.02
H 0.21937 -14.57068 9.12990  0.00
C -1.39989 -24.45523 13.13538  0.03
C -1.71046 -22.37280 11.98221  0.01
H 4.54052 -18.14118 3.91620  0.00
C 1.81496 -16.86984 10.99653  0.01
H -0.38289 -14.30532 11.37527  0.00
C -5.69824 -20.20940 8.70862  0.00
C -6.91200 -22.15723 9.63822  0.00
C 3.65042 -17.34088 6.25879  0.02
O -3.71701 -20.64712 6.26077  0.00
C 0.24482 -21.29513 10.88637  0.17
H -2.30115 -14.95564 6.60230  0.00
C 1.43802 -24.36653 12.55576  0.04
H 4.52769 -19.14269 1.82699  0.00
C 1.04903 -22.23543 11.44491  0.05
S -3.18434 -20.55929 7.60131  0.01
O -1.96134 -21.28175 7.97504  0.02
Ru -1.00226 -18.95823 9.14665  2.19
C -2.67197 -15.19946 10.04848  0.00
H 0.14705 -16.19067 8.50070  0.00
H -4.72421 -14.56281 6.06435  0.00
N -2.54949 -16.87969 7.17624  0.01
H 3.74619 -20.72378 1.66667  0.00
H 1.73383 -15.53224 8.98090  0.00
H -2.39050 -15.55299 9.08700  0.00
H -3.50893 -14.89928 12.51162  0.00
H 1.84802 -18.18392 7.73190  0.02
C -5.12594 -16.76278 6.20031  0.00
H 1.83063 -17.14723 12.07389  0.00
C 2.97226 -18.33629 5.41805  0.10
S -2.19099 -19.96107 10.81429  0.28
H -2.75823 -22.35891 12.31902  0.00
H 4.64312 -17.07484 5.86114  0.00
C -0.85008 -23.37518 12.41779  0.16
H -4.80860 -16.63875 10.95645  0.00
C 1.80388 -20.15358 3.57302  -0.02
C 2.95333 -19.44106 3.20567  0.11
H -0.47273 -17.12075 13.31351  0.00
C -0.07088 -20.80157 5.17753  0.01
N -2.79365 -19.03373 7.96197  0.05
C -4.50819 -17.99797 6.40556  0.01
C -2.76988 -15.71897 12.49321  0.00
C 1.15520 -18.65026 6.97172  0.31
H -5.74799 -19.19716 8.34843  0.00
H -7.78888 -20.23377 9.23602  0.00
H 1.29185 -14.18288 11.34285  0.00
C -3.33203 -17.97971 7.23119  0.01
H -0.48931 -20.54853 6.14515  0.00
O -0.09005 -18.69942 7.27114  0.19
H 1.38319 -20.88655 2.88624  0.00
S 0.95176 -20.03438 9.97882  0.41
H 0.45639 -15.15642 12.61634  0.00
H 2.96204 -19.25773 1.04757  0.01
C -4.58346 -21.05677 8.57977  0.01
H -0.82545 -20.53340 4.43349  0.00
H -5.77496 -23.98737 9.80675  0.00
H -7.89872 -23.85354 10.35629  0.00
C -1.15982 -21.32362 11.24250  0.20
H -3.08648 -16.45887 13.22301  0.00
H 0.07565 -21.89208 5.11352  0.00
C -4.59597 -22.34979 9.03470  0.00
Si -1.02886 -17.41762 10.86212  0.01
H -3.64757 -14.72775 9.92268  0.00
C 0.54202 -23.32051 12.18311  0.18
C -2.68211 -16.35679 11.04246  0.01
C 0.54890 -16.13250 10.63538  0.01
H 1.86521 -17.79237 10.40290  0.01
C -6.86557 -20.80058 9.20295  0.00
N -1.79758 -25.38285 13.70823  0.09
C 1.19760 -20.02516 4.83248  0.11
H 2.12349 -22.24584 11.20594  0.00
C 0.66588 -15.55243 9.21006  0.00
C -5.74462 -22.92578 9.54237  0.00
C 1.76000 -19.00667 5.75690  0.03
H -6.19550 -16.64342 6.01369  0.00

Its spin multiplicity is 6. As for the energy: -3537.3099 Eh. The value obtained for the orbital gap (alpha / beta) is 3.296 / 5.646 eV. As for the total charge: -1. For the lowest unoccupied orbital energy (alpha / beta), the calculation gives 0.962 / -0.332 eV.